1.
{
  "formula": "C6H14N3",
  "method": "ωB97M-V/def2-TZVPD",
  "e_lumo_ha": -0.107,
  "charge": 1,
  "smiles": "C=CCCNC(=[NH2+])CN",
  "multiplicity": 1,
  "species": ["H", "H", "H", "C", "N", "H", "C", "C", "H", "N", "H", "C", "H", "H", "H", "H", "H", "H", "C", "H", "C", "N", "H"],
  "positions_angstrom": [[-2.452347, -1.335891, 1.888845], [0.924734, 2.139454, -0.147762], [1.273815, -0.430776, -2.793720], [1.590430, -1.758007, 0.037224], [-2.015686, -0.424899, 1.840658], [-2.713444, 0.265739, 2.092071], [-1.445901, -0.166933, 0.531228], [-0.288718, 0.794223, 0.683471], [-0.948261, 1.026414, -2.040702], [0.189312, 1.469115, -0.336338], [-0.420826, 0.476155, 2.620491], [0.094392, 1.024606, -1.717153], [2.422242, 0.052999, -0.565028], [0.842728, 1.630288, 2.179529], [2.309937, -1.935021, 0.818205], [0.634468, 1.749022, -2.325368], [-2.151561, 0.253891, -0.200336], [-1.064687, -1.104745, 0.120576], [1.632623, -0.673644, -0.715137], [-0.065930, -1.149616, -1.917953], [0.709055, -0.385820, -1.861479], [0.087752, 1.017035, 1.920063], [0.855876, -2.533589, -0.111386]],
  "atomic_forces_ev_per_a": [[0.08, 0.02, 0.01], [-0.12, -0.10, 0.07], [-0.08, -0.04, -0.06], [0.10, -0.03, 0.11], [-0.23, -0.09, -0.04], [-0.04, -0.05, -0.04], [-0.15, -0.14, -0.08], [-0.41, 0.42, 0.55], [0.09, 0.11, -0.01], [0.20, 0.54, 0.21], [0.11, 0.09, -0.05], [-0.14, -0.43, -0.41], [0.14, 0.03, 0.12], [0.03, 0.00, -0.04], [0.16, 0.00, 0.13], [-0.10, 0.00, 0.11], [0.17, -0.04, 0.11], [0.01, 0.15, -0.02], [0.30, -0.31, -0.51], [-0.02, -0.02, -0.05], [0.11, 0.02, -0.02], [0.01, -0.02, 0.00], [-0.21, -0.12, -0.09]]
}


2.
{
  "formula": "C6H14N3O2",
  "method": "ωB97M-V/def2-TZVPD",
  "e_lumo_ha": [-0.172, -0.172],
  "charge": 1,
  "smiles": "C[C@H]1CCCCN1/[N+](O)=N/O",
  "multiplicity": 1,
  "species": ["C", "H", "C", "H", "H", "C", "O", "N", "O", "N", "N", "H", "H", "H", "H", "H", "H", "H", "C", "H", "H", "H", "C", "H", "C"],
  "positions_angstrom": [[2.226267, -0.863057, 0.417059], [1.184868, 1.019850, -1.214749], [1.474341, 0.481101, 0.896980], [2.930620, -0.673378, -0.406955], [0.446037, 2.989002, -0.844363], [0.211278, -1.403860, -1.044456], [-3.890102, -0.480442, 0.024151], [-0.295749, -0.025433, -0.745504], [-1.733751, 0.886437, 0.937057], [-1.669841, -0.025129, 0.002501], [-2.621192, -0.772041, -0.366597], [2.785003, -1.167102, 1.277003], [0.712580, -1.436409, -2.009165], [1.671214, -2.792996, -0.299811], [0.574099, -2.095849, 0.901234], [2.309285, 1.288111, 1.189941], [-1.085844, 2.513241, -0.603715], [-4.412810, -1.289175, -0.281278], [-0.125227, 2.337396, -0.194869], [-2.586071, 1.198597, 1.118468], [0.897554, 0.426853, 1.811431], [-0.094962, 2.897687, 0.732869], [0.548994, 0.958754, -0.247512], [-0.677327, -2.091433, -1.046038], [1.220747, -1.880717, -0.003677]],
  "atomic_forces_ev_per_a": [[-0.81, 2.21, 0.40], [-0.41, -0.07, 1.47], [2.41, 1.35, -0.76], [-0.16, 0.37, 0.30], [0.52, 0.16, -0.17], [-0.49, -0.61, 0.83], [0.76, -0.66, 0.44], [-3.98, -2.08, -0.43], [2.44, -0.34, 0.65], [-0.92, -2.24, -1.10], [1.65, 0.37, -1.06], [0.46, -0.57, 0.33], [-0.50, 0.62, -0.38], [0.36, -0.93, -0.44], [0.82, -0.13, -0.63], [-1.87, -1.56, -1.05], [-1.13, -0.75, -0.41], [0.91, 1.37, 0.41], [1.91, 1.70, -0.28], [-2.85, 0.55, 0.18], [-0.17, -0.72, 0.27], [0.04, -0.58, 0.57], [2.36, 1.59, -0.79], [0.93, 0.74, -0.33], [-2.29, 0.21, 2.01]]
}


3.
{
  "formula": "C6H14N3O2S",
  "method": "ωB97M-V/def2-TZVPD",
  "e_lumo_ha": -0.122,
  "charge": 1,
  "smiles": "NC1=[N+](S)CO[C@H](CCCO)N1",
  "multiplicity": 1,
  "species": ["H", "H", "N", "H", "H", "C", "O", "C", "H", "N", "S", "C", "N", "H", "C", "C", "C", "H", "H", "H", "H", "H", "H", "H", "H", "O"],
  "positions_angstrom": [[-0.929569, -1.180926, -0.637910], [-2.031638, 1.168418, 0.251516], [0.632431, 0.945820, -0.107338], [-0.108264, 0.465934, 1.793905], [-2.828238, 0.051194, 1.356020], [1.891543, -1.406453, 0.103738], [1.217820, -0.913661, 1.208143], [-2.332057, 0.120556, 0.382822], [4.488165, -1.237827, -0.025702], [2.673813, 2.053808, -0.414247], [4.228160, -0.284404, -0.927399], [1.953621, 0.931009, -0.375114], [2.489717, -0.266425, -0.672391], [2.314241, 2.918344, -0.786788], [-3.363579, -0.248630, -0.700332], [0.138969, -0.079336, 0.879259], [-1.096153, -0.797389, 0.374044], [2.694699, -2.050476, 0.454461], [1.247818, -1.979957, -0.570826], [-3.173326, -1.261223, -1.063560], [3.652189, 2.010826, -0.164522], [-4.874474, 0.600651, 0.213765], [-1.277940, -1.644877, 1.039762], [0.352113, 1.879069, 0.168337], [-3.263147, 0.443376, -1.547393], [-4.696912, -0.237422, -0.232251]],
  "atomic_forces_ev_per_a": [[0.08, 0.03, 0.10], [-0.05, -0.09, 0.02], [0.29, 0.66, 0.54], [0.14, -0.08, -0.04], [0.10, 0.00, -0.06], [-0.25, -0.34, -0.73], [0.14, 0.10, 0.04], [0.00, 0.01, -0.02], [0.01, 0.07, 0.16], [0.06, 0.17, -0.18], [-0.18, -0.25, -0.43], [-0.45, -0.39, -0.52], [1.02, 0.16, 1.58], [-0.17, 0.03, 0.34], [0.03, 0.23, 0.01], [-0.50, -0.16, -0.19], [-0.12, 0.02, -0.07], [-0.08, 0.09, 0.03], [-0.01, 0.12, 0.04], [-0.13, 0.06, 0.03], [0.06, -0.09, -0.47], [-0.02, -0.11, -0.18], [0.07, -0.02, -0.12], [-0.20, -0.08, -0.07], [0.08, -0.18, -0.02], [0.08, 0.04, 0.20]]
}


4.
{
  "formula": "C6H14N3PS2",
  "method": "ωB97M-V/def2-TZVPD",
  "e_lumo_ha": -0.006,
  "smiles": "CS/C=N/N=P/S.C/C=N/CC",
  "multiplicity": 1,
  "species": ["H", "N", "H", "H", "H", "H", "C", "H", "P", "H", "H", "S", "H", "C", "H", "N", "H", "C", "S", "H", "C", "N", "H", "C", "C", "H"],
  "positions_angstrom": [[0.959921, -2.371219, 1.310812], [-0.654922, 1.627970, 2.141268], [-1.741145, 1.090209, -2.886331], [2.133610, -2.663804, -2.593657], [1.206775, -1.214074, -3.065344], [-1.678576, -2.053149, 0.386227], [-1.679325, 1.339876, -1.806565], [-1.541055, -0.708227, 1.371849], [0.668334, 1.201113, 2.861771], [2.871238, -0.981159, -2.888776], [0.308011, 3.555184, 0.348339], [-0.014481, 0.971059, 4.859423], [-1.254716, 1.115106, 4.649743], [0.254819, -1.799721, 0.660378], [-1.164308, -2.215971, 2.083555], [-0.802404, 1.777520, 0.880020], [-2.732340, 1.288570, -1.524743], [2.006933, -1.559947, -2.391436], [-0.973417, 2.950732, -1.466113], [1.701961, 0.234941, -1.265548], [-0.513207, 2.783238, 0.151830], [0.459644, -1.151694, -0.378041], [2.614104, -1.189224, -0.372892], [1.724715, -0.915772, -1.046031], [-1.111088, -1.697436, 1.198134], [-1.049081, 0.585879, -1.217870]],
  "atomic_forces_ev_per_a": [[0.25, 0.33, -0.78], [0.51, 0.18, 2.15], [0.75, 0.45, 0.53], [-0.08, 1.16, 0.99], [-0.17, -0.48, 0.08], [-1.41, -1.05, -0.53], [0.08, -1.46, 0.23], [0.75, 0.26, -0.09], [0.30, -0.38, 0.52], [-0.81, -1.16, 1.07], [-1.44, -0.60, 0.71], [2.63, -0.32, 0.51], [-2.34, 0.37, -0.61], [0.54, 0.66, 1.46], [-0.74, -1.61, 1.90], [-1.27, 0.94, -2.93], [0.15, 0.04, 0.57], [0.07, 0.95, -2.49], [-0.32, 0.12, -1.77], [0.40, -2.01, 0.59], [2.05, -0.14, 1.11], [0.69, 0.46, -2.19], [-1.06, 0.68, -0.52], [1.68, 0.78, 1.23], [-0.18, 1.05, -0.71], [-1.07, 0.78, -1.03]]
}


5.
{
  "formula": "C6H14N4",
  "method": "ωB97M-V/def2-TZVPD",
  "e_lumo_ha": 0.028,
  "smiles": "C/N=C/N(C)C.CN=C=N",
  "multiplicity": 1,
  "species": ["C", "N", "H", "H", "H", "C", "N", "C", "C", "N", "C", "H", "H", "H", "H", "C", "H", "H", "H", "N", "H", "H", "H", "H"],
  "positions_angstrom": [[-0.744705, 0.291819, -0.053363], [-0.740597, -0.700636, 0.820133], [-1.599732, -2.434974, 1.321658], [-2.003751, 0.801276, -3.071626], [-0.214218, 1.035685, -2.720903], [1.292052, -0.579743, -1.228319], [-1.409055, 0.124467, -1.193370], [-1.211581, 1.053303, -2.312085], [-0.262883, -0.535868, 2.171644], [1.694905, -0.022953, -0.246367], [-1.371705, -1.968529, 0.446657], [-1.238728, 2.097348, -1.974452], [0.509188, -1.507388, -2.750997], [2.339025, 1.821315, 0.322008], [-2.191371, -1.762656, -0.261416], [2.737448, 0.824414, 0.192093], [3.481021, 0.977957, -0.613579], [0.745273, -0.712996, 2.282462], [-0.148087, 1.086765, 0.229149], [1.220085, -1.523525, -1.973254], [-0.895931, -1.161987, 2.974170], [-0.631664, -2.543331, -0.114063], [-0.414074, 0.537227, 2.369578], [3.130881, 0.357261, 1.058873]],
  "atomic_forces_ev_per_a": [[-3.33, -1.35, -3.31], [-1.18, -1.65, 1.14], [-1.08, -1.57, 2.20], [1.02, 0.65, 0.60], [0.48, -0.70, -0.62], [2.70, -0.05, 1.53], [1.69, 0.44, 1.31], [-1.00, 0.14, 1.02], [-3.53, 0.64, 1.03], [-0.37, 0.27, 0.25], [1.21, 1.80, -2.68], [-0.70, 0.18, -0.19], [1.03, 0.02, 1.21], [-0.07, 0.31, 0.82], [0.09, -0.23, 0.72], [0.03, 0.70, -2.24], [0.15, -0.38, 0.52], [2.37, -0.88, 0.25], [0.66, 2.17, 0.41], [-2.30, -1.43, -3.49], [1.38, 1.39, -1.94], [-0.06, -0.31, 0.00], [0.07, -0.35, 0.57], [0.69, 0.18, 0.91]]
}


6.
{
  "formula": "C6H14N4O2",
  "method": "ωB97M-V/def2-TZVPD",
  "e_lumo_ha": 0.023,
  "smiles": "[H]/N=C(\\N)NCCC[C@H](N)C(=O)O",
  "multiplicity": 1,
  "species": ["H", "O", "H", "C", "C", "H", "H", "H", "C", "C", "N", "H", "H", "H", "N", "N", "H", "O", "C", "C", "N", "H", "H", "H", "H", "H"],
  "positions_angstrom": [[0.471039, 1.106416, 0.567623], [-4.582787, 1.616977, 0.541103], [-1.347020, -0.578219, 1.111823], [-1.308497, -0.062990, 0.139093], [0.098451, 0.404602, -0.192379], [5.209475, -1.680806, -1.313511], [4.377193, -2.648483, 0.627353], [3.099854, -1.855314, 1.384496], [-3.729641, 0.590241, 0.228858], [3.544709, -1.150009, -0.505347], [-2.076565, 2.162332, 0.991142], [-5.449044, 1.189672, 0.648604], [0.818469, -1.485715, -1.015738], [1.086168, -1.339071, 0.711830], [4.408983, -1.051658, -1.436428], [3.490589, -2.146116, 0.488412], [2.548581, 0.386310, -1.241849], [-4.051313, -0.575434, 0.112665], [-2.312815, 1.109748, 0.042205], [1.112723, -0.771195, -0.229594], [2.449434, -0.315871, -0.514439], [-1.276480, 2.728821, 0.681477], [-2.208646, 1.466190, -0.997403], [-2.898549, 2.741005, 0.953207], [-1.598858, -0.790165, -0.628585], [0.124547, 0.948731, -1.154616]],
  "atomic_forces_ev_per_a": [[-0.14, -0.04, -0.10], [-0.12, -1.32, -0.27], [-0.06, 0.35, -0.22], [-0.21, 0.15, -0.43], [1.05, -0.22, 0.44], [-0.38, 0.29, 0.10], [-0.73, 0.46, -0.24], [0.15, -0.02, -0.46], [0.19, -0.63, -0.18], [-0.36, -0.95, -0.08], [0.78, 0.60, 0.05], [-0.01, 0.23, 0.02], [-0.26, 0.03, 0.16], [-0.02, 0.36, -0.17], [0.58, -0.05, 0.06], [0.71, 0.00, 0.37], [-0.17, -0.34, 0.11], [-0.16, 1.62, 0.21], [0.47, -1.22, -0.35], [-0.79, -0.14, -0.43], [0.54, 0.96, 0.37], [-0.51, -0.30, 0.31], [-0.40, -0.06, -0.03], [0.01, 0.55, 0.31], [-0.09, -0.01, 0.23], [-0.07, -0.29, 0.21]]
}


Ordered energy relative to the best compared isomer or geometry (same formula, charge and spin) results: 0.0, 630.5, 28.0, 262.6, 328.9, 52.2; unit kJ/mol.